Record 1
The molecule C8H13N3O6 at a distorted geometry. Source: OMol25; level of theory: ωB97M-V/def2-TZVPD.

## Properties
E_HOMO = -9.35 eV
E_LUMO = 0.00575 hartree
Kohn-Sham gap = 9.51 eV
ΔE to the lowest compared entry with this formula, charge and spin = 246.0 kJ/mol
Structure (SMILES) = NC(=O)C[C@H](NC(=O)[C@@H](N)CC(=O)O)C(=O)O

Geometry as XYZ:
```
30
C8H13N3O6, DFT ωB97M-V/def2-TZVPD
N -1.619 3.271 0.255
C -0.785 2.251 -0.106
O 0.378 2.437 0.165
C -1.415 1.075 -0.800
C -1.573 -0.251 0.100
N -0.766 -1.281 -0.519
C 0.594 -1.429 -0.505
O 1.154 -2.083 -1.334
C 1.377 -0.847 0.654
N 1.059 -1.508 1.817
C 2.919 -0.997 0.383
C 3.515 0.193 -0.346
O 4.087 1.164 0.112
O 3.154 0.177 -1.631
C -2.934 -0.743 -0.285
O -3.429 -0.526 -1.363
O -3.560 -1.433 0.659
H -1.403 3.711 1.131
H -2.605 3.168 0.201
H -0.927 0.987 -1.809
H -2.413 1.321 -1.024
H -1.271 -0.309 1.147
H -1.431 -1.857 -1.104
H 1.137 0.252 0.738
H 0.549 -0.951 2.538
H 0.657 -2.435 1.694
H 3.241 -1.839 -0.204
H 3.238 -0.881 1.403
H 3.470 0.926 -2.161
H -4.399 -1.562 0.195
```


Record 2
The ion C8H13N4 with charge +1. Source: OMol25; level of theory: ωB97M-V/def2-TZVPD.

## Properties
Charge = +1
E_HOMO (spin up / spin down) = -12.38 / -12.38 eV
E_LUMO (spin up / spin down) = -0.15092 / -0.15091 hartree
Kohn-Sham gap (spin up / spin down) = 8.27 / 8.27 eV
ΔE to the lowest compared entry with this formula, charge and spin = 246.6 kJ/mol
Structure (SMILES) = C=C/N=C1/NC=N/C1=C(/C)[NH2+]C

Geometry as XYZ:
```
25
C8H13N4, DFT ωB97M-V/def2-TZVPD
C 0.857 1.138 -1.969
C 1.162 -0.114 -2.324
N 1.833 -1.017 -1.569
C 1.604 -1.152 -0.317
N 1.980 -2.305 0.359
C 1.013 -2.571 1.260
N 0.085 -1.667 1.318
C 0.503 -0.621 0.491
C -0.205 0.550 0.521
C 0.192 1.973 0.745
N -1.562 0.282 1.096
C -2.647 0.421 0.104
H 1.411 1.611 -1.187
H 0.274 1.771 -2.614
H 0.843 -0.539 -3.267
H 2.729 -2.906 0.057
H 1.028 -3.442 1.889
H -0.324 2.670 0.090
H 1.263 2.119 0.648
H -0.062 2.230 1.778
H -1.463 -0.703 1.443
H -1.760 0.898 1.893
H -2.445 -0.217 -0.753
H -3.601 0.138 0.543
H -2.709 1.454 -0.234
```


Record 3
A cluster of 2 separate species, C8H13N4O in total at a distorted geometry. Source: OMol25; level of theory: ωB97M-V/def2-TZVPD.

## Properties
Charge = +1
E_HOMO (spin up / spin down) = -13.31 / -13.31 eV
E_LUMO (spin up / spin down) = -0.17248 / -0.17245 hartree
Kohn-Sham gap (spin up / spin down) = 8.61 / 8.62 eV
ΔE to the lowest compared entry with this formula, charge and spin = 352.9 kJ/mol

Geometry as XYZ:
```
26
C8H13N4O, DFT ωB97M-V/def2-TZVPD
C 0.929 -1.142 -0.148
C 0.366 0.111 -0.008
C 2.554 0.441 -0.028
C 3.929 0.928 0.239
C -2.605 0.602 0.322
C -4.003 1.302 0.303
C -2.581 -0.782 0.896
C 3.161 -2.007 -0.264
N -1.688 1.290 -0.149
N 2.248 -0.847 -0.146
N 1.357 1.000 0.219
N 4.054 2.227 0.660
O 4.863 0.117 0.240
H 0.509 -2.000 -0.445
H -4.648 0.643 -0.255
H -3.909 2.281 -0.092
H -4.412 1.112 1.317
H -2.828 -1.596 0.124
H -3.220 -0.787 1.833
H -1.424 -0.823 1.131
H 2.714 -2.899 0.373
H 3.232 -2.315 -1.272
H 4.110 -1.739 -0.025
H 1.077 2.057 0.196
H 3.210 2.807 0.630
H 4.957 2.422 1.148
```


Record 4
The ion C8H13N4O2 with charge +1 at a distorted geometry. Source: OMol25; level of theory: ωB97M-V/def2-TZVPD.

## Properties
Charge = +1
E_HOMO = -13.10 eV
E_LUMO = -0.15973 hartree
Kohn-Sham gap = 8.75 eV
ΔE to the lowest compared entry with this formula, charge and spin = 154.3 kJ/mol
Structure (SMILES) = [H]/N=C(\O)[C@@H]1NC[C@H](O)N=C1[N+](C)=C=C

Geometry as XYZ:
```
27
C8H13N4O2, DFT ωB97M-V/def2-TZVPD
H 1.226 2.893 1.322
N 1.116 2.178 0.614
C -0.066 1.856 0.333
O -1.167 2.309 0.887
C -0.256 0.764 -0.759
N -1.635 0.788 -1.191
C -2.328 -0.486 -1.215
C -2.140 -1.129 0.163
O -2.647 -0.241 1.113
N -0.724 -1.365 0.397
C 0.090 -0.517 -0.058
N 1.464 -0.751 0.215
C 1.778 -1.883 1.074
C 2.400 -0.019 -0.215
C 3.455 0.566 -0.630
H -1.956 1.833 0.543
H 0.473 0.966 -1.556
H -1.766 1.317 -2.043
H -1.953 -1.175 -1.987
H -3.389 -0.297 -1.379
H -2.628 -2.110 0.210
H -2.716 -0.665 1.976
H 1.827 -2.795 0.474
H 2.734 -1.720 1.564
H 0.981 -2.000 1.805
H 4.005 0.213 -1.493
H 3.823 1.469 -0.166
```


Record 5
A cluster of 2 separate species, C8H13N6 in total at a distorted geometry. Source: OMol25; level of theory: ωB97M-V/def2-TZVPD.

## Properties
Charge = +1
E_HOMO = -12.87 eV
E_LUMO = -0.13881 hartree
Kohn-Sham gap = 9.09 eV
ΔE to the lowest compared entry with this formula, charge and spin = 484.2 kJ/mol

Geometry as XYZ:
```
27
C8H13N6, DFT ωB97M-V/def2-TZVPD
C -1.494 0.036 -0.333
C 2.796 -0.278 1.087
C 2.090 -1.467 0.614
C 2.268 0.908 0.935
C 1.020 -1.308 -0.173
C 0.775 1.131 0.327
C 0.578 0.026 -0.578
C -2.310 -2.166 0.363
N -2.050 1.242 -0.255
N -3.301 1.146 0.189
N -3.527 -0.051 0.485
N -2.408 -0.736 0.192
N 0.772 0.195 -1.924
N 0.580 2.508 -0.225
H 3.785 -0.380 1.463
H 2.500 -2.390 0.685
H 2.717 1.804 1.481
H 0.642 -2.047 -0.731
H 0.162 1.002 1.206
H -2.497 -2.629 1.272
H -3.172 -2.573 -0.217
H -1.202 -2.400 0.002
H 0.607 -0.655 -2.392
H 0.584 1.025 -2.487
H -1.802 2.127 -0.813
H 1.296 2.802 -0.809
H 0.595 3.129 0.638
```


Record 6
A structure of composition C8H13NNiO at a distorted geometry. Source: OMol25; level of theory: ωB97M-V/def2-TZVPD.

## Properties
Charge = -2
E_HOMO (spin up / spin down) = 3.30 / 0.34 eV
<S²> = 2.007
E_LUMO (spin up / spin down) = 0.23626 / 0.23557 hartree
Kohn-Sham gap (spin up / spin down) = 3.13 / 6.07 eV
Multiplicity = 3

Geometry as XYZ:
```
24
C8H13NNiO, DFT ωB97M-V/def2-TZVPD
C -0.877 1.912 -2.419
C 0.563 1.725 -2.717
C 1.272 1.795 -1.433
C 0.313 1.916 -0.392
C -0.994 2.032 -0.968
Ni -0.195 0.275 -1.743
N -0.856 -2.055 0.098
C -0.438 -3.192 0.711
C 0.475 -2.107 -0.179
H 2.347 1.740 -1.326
H 0.973 1.599 -3.695
H 0.548 1.996 0.683
H -1.907 2.178 -0.414
H -1.692 1.877 -3.140
H 0.568 -2.307 -1.273
H -0.695 -4.088 0.213
H -0.943 -1.183 0.668
H 1.254 -1.501 0.320
H -0.298 -3.089 1.785
C 0.121 0.103 3.353
O 0.197 -0.137 2.000
H 0.946 -0.357 3.932
H -0.818 -0.316 3.763
H 0.137 1.183 3.607
```


Record 7
A cluster of 2 separate species, C8H13NO in total at a distorted geometry. Source: OMol25; level of theory: ωB97M-V/def2-TZVPD.

## Properties
E_HOMO = -10.34 eV
E_LUMO = 0.01862 hartree
Kohn-Sham gap = 10.85 eV
ΔE to the lowest compared entry with this formula, charge and spin = 192.8 kJ/mol
Structure (SMILES) = C#CCCC(C)(C)C#N.O

Geometry as XYZ:
```
23
C8H13NO, DFT ωB97M-V/def2-TZVPD
C 3.889 -1.882 -0.766
C 2.968 -1.103 -0.866
C 1.857 -0.153 -0.969
C 0.836 -0.345 0.161
C -0.357 0.646 0.117
C 0.104 2.103 0.297
C -1.172 0.498 -1.181
C -1.242 0.285 1.251
N -1.915 0.051 2.166
H 4.742 -2.531 -0.677
H 1.379 -0.286 -1.951
H 2.271 0.866 -0.952
H 1.351 -0.239 1.127
H 0.445 -1.371 0.110
H -0.758 2.779 0.364
H 0.720 2.220 1.199
H 0.698 2.408 -0.575
H -0.567 0.830 -2.034
H -1.468 -0.547 -1.344
H -2.074 1.123 -1.148
O -4.092 -2.124 1.935
H -3.775 -1.520 2.632
H -3.838 -1.707 1.104
```


Record 8
A structure of composition C8H13NO3 at a distorted geometry. Source: OMol25; level of theory: ωB97M-V/def2-TZVPD.

## Properties
E_HOMO = -9.48 eV
E_LUMO = 0.01503 hartree
Kohn-Sham gap = 9.88 eV
ΔE to the lowest compared entry with this formula, charge and spin = 1135.3 kJ/mol

Geometry as XYZ:
```
25
C8H13NO3, DFT ωB97M-V/def2-TZVPD
C 2.530 0.609 -0.249
C 1.164 0.866 0.099
C -0.452 -1.538 -1.873
C -1.279 -2.264 -0.891
C -2.506 -1.639 -0.495
C 0.898 1.858 1.107
C -0.584 2.263 1.607
C 0.402 1.180 2.533
H 2.439 -0.802 -1.116
H 2.937 1.911 -1.086
H 3.444 0.538 0.755
H 0.213 -2.128 -2.521
H -1.216 -0.783 -2.451
H -1.425 -3.080 -1.448
H -0.762 -2.791 -0.051
H -1.523 -0.249 -0.659
H 1.579 2.827 0.947
H -1.428 1.722 1.242
H -0.766 3.336 1.875
H 1.003 1.328 3.465
H 0.094 0.047 2.268
N 0.411 0.114 -0.565
O 0.842 -0.776 -1.465
O -2.461 -0.309 -0.488
O -3.553 -2.242 -0.542
```